[1]
Below is 3 unconnected molecules or ions with the total composition C34H67N2O8P2Si at a distorted geometry, with properties calculated with ωB97M-V with the def2-TZVPD basis set.

- E_tot (Eh) = -3019.3164
- net charge = -1
- highest occupied orbital energy (eV) = -4.3
- HOMO-LUMO gap (eV) = 6.0
- lowest unoccupied orbital energy (hartree) = 0.06093

Bonds (Å) are listed after each position.
Positions of all 114 atoms, in Å:
1 C -6.062 -6.780 2.329  C2 1.584, H38 1.124, H39 1.126, H40 1.132
2 C -6.094 -5.451 1.467  C1 1.584, P3 1.919, H41 1.130, H42 1.128
3 P -4.801 -4.217 2.166  C2 1.919, C4 1.922, O14 1.756, O37 1.773, H43 1.463, H44 1.461
4 C -3.864 -4.085 0.493  P3 1.922, C5 1.586, H45 1.122, H46 1.126
5 C -3.138 -5.434 0.080  C4 1.586, C6 1.580, H47 1.128, H48 1.129
6 C -3.323 -5.645 -1.475  C5 1.580, C7 1.596, H49 1.133, H50 1.119
7 C -2.033 -5.081 -2.227  C6 1.596, C8 1.580, H51 1.124, H52 1.119
8 C -0.905 -6.177 -2.077  C7 1.580, C9 1.588, H53 1.125, H54 1.124
9 C 0.385 -5.637 -2.828  C8 1.588, O10 1.463, H55 1.121, H56 1.121
10 O 1.173 -4.862 -1.870  C9 1.463, C11 1.394
11 C 2.320 -4.456 -2.551  O10 1.394, C12 1.573, O13 1.207
12 C 3.745 -4.987 -2.152  C11 1.573, H57 1.120, H58 1.122, H59 1.116
13 O 2.233 -3.687 -3.478  C11 1.207
14 O -5.761 -2.788 1.817  P3 1.756, C15 1.439
15 C -5.246 -1.593 2.430  O14 1.439, C16 1.588, C33 1.612, H60 1.125
16 C -4.481 -0.580 1.477  C15 1.588, C17 1.595, H61 1.118, H62 1.126
17 C -4.632 0.935 1.955  C16 1.595, C18 1.583, H63 1.120, H64 1.131
18 C -3.244 1.687 2.062  C17 1.583, C19 1.583, H65 1.122, H66 1.123
19 C -3.289 3.198 1.594  C18 1.583, C20 1.599, H67 1.118, H68 1.123
20 C -2.002 3.915 2.218  C19 1.599, C21 1.602, H69 1.118, H70 1.130
21 C -1.300 4.914 1.180  C20 1.602, C22 1.599, H71 1.120, H72 1.121
22 C 0.045 4.172 0.737  C21 1.599, C23 1.584, H73 1.129, H74 1.126
23 C 0.782 4.877 -0.475  C22 1.584, Si24 1.907, H75 1.132, H76 1.122
24 Si 1.462 3.505 -1.612  C23 1.907, C25 1.929, C26 1.927, C27 1.911
25 C 1.892 1.886 -0.655  Si24 1.929, H77 1.117, H78 1.130, H79 1.128
26 C 0.026 3.064 -2.819  Si24 1.927, H80 1.119, H81 1.130, H82 1.119
27 C 3.061 3.984 -2.545  Si24 1.911, C28 1.459, C32 1.483
28 C 3.837 5.202 -2.340  C27 1.459, C29 1.474, H83 1.110
29 C 5.072 5.382 -3.123  C28 1.474, C30 1.457, H84 1.136
30 C 5.531 4.390 -4.087  C29 1.457, C31 1.468, H85 1.116
31 C 4.762 3.161 -4.314  C30 1.468, C32 1.455, H86 1.111
32 C 3.543 2.994 -3.538  C27 1.483, C31 1.455, H87 1.120
33 C -4.337 -2.165 3.633  C15 1.612, P34 1.885, O37 1.422, H88 1.141
34 P -3.260 -0.905 4.530  C33 1.885, O35 1.718, O36 1.697
35 O -4.304 -0.153 5.669  P34 1.718, H89 0.981
36 O -2.038 -1.711 5.389  P34 1.697, H90 0.981
37 O -3.614 -3.244 3.054  P3 1.773, C33 1.422
38 H -5.088 -7.333 2.235  C1 1.124
39 H -6.283 -6.522 3.403  C1 1.126
40 H -6.867 -7.468 1.928  C1 1.132
41 H -7.134 -5.009 1.455  C2 1.130
42 H -5.878 -5.763 0.405  C2 1.128
43 H -3.998 -5.383 2.535  P3 1.463
44 H -5.426 -4.361 3.479  P3 1.461
45 H -4.642 -3.857 -0.282  C4 1.122
46 H -3.110 -3.253 0.574  C4 1.126
47 H -2.037 -5.410 0.323  C5 1.128
48 H -3.556 -6.305 0.665  C5 1.129
49 H -3.342 -6.757 -1.691  C6 1.133
50 H -4.280 -5.236 -1.888  C6 1.119
51 H -1.728 -4.150 -1.675  C7 1.124
52 H -2.238 -4.798 -3.290  C7 1.119
53 H -1.242 -7.172 -2.479  C8 1.125
54 H -0.595 -6.323 -1.007  C8 1.124
55 H 0.962 -6.484 -3.282  C9 1.121
56 H 0.038 -4.952 -3.644  C9 1.121
57 H 4.469 -4.392 -2.767  C12 1.120
58 H 3.933 -4.770 -1.068  C12 1.122
59 H 3.766 -6.078 -2.391  C12 1.116
60 H -6.153 -1.212 2.978  C15 1.125
61 H -4.918 -0.743 0.461  C16 1.118
62 H -3.403 -0.898 1.530  C16 1.126
63 H -5.405 1.467 1.343  C17 1.120
64 H -5.054 0.879 3.002  C17 1.131
65 H -2.513 1.137 1.413  C18 1.122
66 H -2.950 1.664 3.146  C18 1.123
67 H -3.315 3.260 0.478  C19 1.118
68 H -4.174 3.720 2.048  C19 1.123
69 H -2.212 4.397 3.204  C20 1.118
70 H -1.283 3.071 2.435  C20 1.130
71 H -1.921 4.996 0.251  C21 1.120
72 H -1.088 5.898 1.671  C21 1.121
73 H -0.280 3.114 0.513  C22 1.129
74 H 0.762 4.151 1.604  C22 1.126
75 H 1.656 5.504 -0.123  C23 1.132
76 H 0.084 5.594 -0.982  C23 1.122
77 H 2.692 1.335 -1.206  C25 1.117
78 H 2.266 2.233 0.354  C25 1.130
79 H 0.953 1.276 -0.522  C25 1.128
80 H -0.154 3.859 -3.586  C26 1.119
81 H -0.901 3.013 -2.175  C26 1.130
82 H 0.183 2.062 -3.293  C26 1.119
83 H 3.510 5.959 -1.596  C28 1.110
84 H 5.743 6.290 -3.003  C29 1.136
85 H 6.462 4.511 -4.691  C30 1.116
86 H 5.068 2.354 -5.014  C31 1.111
87 H 2.946 2.061 -3.709  C32 1.120
88 H -5.053 -2.476 4.465  C33 1.141
89 H -4.307 -0.747 6.449  O35 0.981
90 H -2.398 -2.538 5.775  O36 0.981
91 C 9.032 8.135 -0.565  C92 1.507, H96 1.088, H97 1.091, H98 1.092
92 C 8.204 7.951 -1.810  C91 1.507, O93 1.221, N94 1.361
93 O 6.983 7.949 -1.781  C92 1.221
94 N 8.856 7.782 -2.993  C92 1.361, C95 1.449, H99 1.009
95 C 10.284 7.754 -3.237  N94 1.449, H100 1.092, H101 1.092, H102 1.086
96 H 8.370 8.256 0.289  C91 1.088
97 H 9.659 7.258 -0.396  C91 1.091
98 H 9.651 9.030 -0.653  C91 1.092
99 H 8.234 7.665 -3.779  N94 1.009
100 H 10.531 8.550 -3.942  C95 1.092
101 H 10.540 6.793 -3.687  C95 1.092
102 H 10.856 7.889 -2.324  C95 1.086
103 C 1.012 -2.262 0.215  C104 1.507, H108 1.089, H109 1.092, H110 1.092
104 C 0.135 -1.357 1.042  C103 1.507, O105 1.226, N106 1.356
105 O -0.405 -0.364 0.565  C104 1.226
106 N -0.047 -1.667 2.350  C104 1.356, C107 1.447, H111 1.012
107 C 0.496 -2.783 3.095  N106 1.447, H112 1.092, H113 1.092, H114 1.087
108 H 1.058 -1.881 -0.804  C103 1.089
109 H 2.025 -2.283 0.623  C103 1.092
110 H 0.595 -3.270 0.188  C103 1.092
111 H -0.648 -1.015 2.836  N106 1.012
112 H -0.335 -3.368 3.494  C107 1.092
113 H 1.084 -2.390 3.927  C107 1.092
114 H 1.124 -3.419 2.477  C107 1.087

[2]
Below is 4 unconnected molecules or ions with the total composition C34H69BClIN7O2P at a distorted geometry, with properties calculated with ωB97M-V with the def2-TZVPD basis set.

- structure (SMILES) = C=CC[C@@H](N(CCCCl)NCCCC)[C@](C[C@H](C)I)(O[C@@H](CCCCN)P(C)C)B(N)O.CCCC#N.CCCC#N.CCCC#N
- E_tot (Eh) = -2994.6798
- highest occupied orbital energy (eV) = -7.9
- HOMO-LUMO gap (eV) = 8.3
- lowest unoccupied orbital energy (hartree) = 0.01230

Bonds (Å) are listed after each position.
Positions of all 116 atoms, in Å:
1 C 3.773 3.574 -0.886  C2 1.306, H33 1.082, H34 1.084
2 C 2.492 3.531 -1.132  C1 1.306, C3 1.525, H35 1.081
3 C 1.649 2.434 -0.489  C2 1.525, C4 1.544, H36 1.087, H37 1.089
4 C 1.321 1.371 -1.560  C3 1.544, N5 1.471, C15 1.557, H38 1.091
5 N 1.874 0.031 -1.311  C4 1.471, C6 1.474, N10 1.414
6 C 3.303 0.059 -1.671  N5 1.474, C7 1.536, H39 1.099, H40 1.089
7 C 3.955 -1.330 -1.611  C6 1.536, C8 1.524, H41 1.091, H42 1.080
8 C 5.382 -1.176 -2.126  C7 1.524, Cl9 1.793, H43 1.089, H44 1.083
9 Cl 6.110 -2.766 -2.524  C8 1.793
10 N 1.799 -0.334 0.053  N5 1.414, C11 1.455, H45 1.008
11 C 1.070 -1.550 0.379  N10 1.455, C12 1.541, H46 1.091, H47 1.092
12 C 1.071 -2.683 -0.666  C11 1.541, C13 1.554, H48 1.085, H49 1.091
13 C -0.208 -3.552 -0.508  C12 1.554, C14 1.530, H50 1.091, H51 1.091
14 C -0.481 -3.976 0.936  C13 1.530, H52 1.089, H53 1.091, H54 1.083
15 C -0.194 1.370 -1.919  C4 1.557, C16 1.540, O20 1.446, B30 1.622
16 C -0.498 0.371 -3.051  C15 1.540, C17 1.563, H55 1.085, H56 1.086
17 C 0.346 0.486 -4.362  C16 1.563, C18 1.556, I19 2.153, H57 1.087
18 C -0.614 0.507 -5.587  C17 1.556, H58 1.088, H59 1.088, H60 1.087
19 I 1.701 -1.149 -4.716  C17 2.153
20 O -0.515 2.760 -2.156  C15 1.446, C21 1.409
21 C -1.414 3.082 -3.192  O20 1.409, C22 1.546, P27 1.889, H61 1.094
22 C -2.890 2.741 -2.884  C21 1.546, C23 1.544, H62 1.094, H63 1.092
23 C -3.963 3.444 -3.743  C22 1.544, C24 1.537, H64 1.096, H65 1.083
24 C -3.772 3.331 -5.263  C23 1.537, C25 1.521, H66 1.090, H67 1.090
25 C -4.047 1.911 -5.732  C24 1.521, N26 1.478, H68 1.097, H69 1.089
26 N -3.639 1.751 -7.144  C25 1.478, H70 1.011, H71 1.012
27 P -1.335 4.960 -3.378  C21 1.889, C28 1.854, C29 1.853
28 C 0.373 5.428 -3.930  P27 1.854, H72 1.088, H73 1.093, H74 1.083
29 C -1.549 5.613 -1.657  P27 1.853, H75 1.087, H76 1.086, H77 1.090
30 B -1.067 0.906 -0.634  C15 1.622, N31 1.468, O32 1.402
31 N -1.841 -0.342 -0.636  B30 1.468, H78 1.013, H79 1.015
32 O -1.162 1.696 0.519  B30 1.402, H80 0.971
33 H 4.184 3.197 0.041  C1 1.082
34 H 4.479 3.951 -1.616  C1 1.084
35 H 2.047 4.257 -1.797  C2 1.081
36 H 2.234 2.071 0.352  C3 1.087
37 H 0.762 2.936 -0.107  C3 1.089
38 H 1.799 1.734 -2.471  C4 1.091
39 H 3.857 0.784 -1.059  C6 1.099
40 H 3.430 0.388 -2.702  C6 1.089
41 H 4.025 -1.593 -0.555  C7 1.091
42 H 3.394 -2.062 -2.174  C7 1.080
43 H 5.357 -0.597 -3.048  C8 1.089
44 H 6.003 -0.633 -1.424  C8 1.083
45 H 2.664 -0.224 0.558  N10 1.008
46 H 0.032 -1.372 0.666  C11 1.091
47 H 1.530 -1.957 1.282  C11 1.092
48 H 1.084 -2.348 -1.698  C12 1.085
49 H 1.895 -3.357 -0.429  C12 1.091
50 H -0.036 -4.419 -1.148  C13 1.091
51 H -1.026 -2.996 -0.969  C13 1.091
52 H -1.121 -3.257 1.444  C14 1.089
53 H -1.074 -4.891 0.895  C14 1.091
54 H 0.427 -4.181 1.490  C14 1.083
55 H -0.312 -0.616 -2.641  C16 1.085
56 H -1.541 0.354 -3.355  C16 1.086
57 H 0.873 1.437 -4.383  C17 1.087
58 H -0.879 1.525 -5.863  C18 1.088
59 H -0.075 0.099 -6.440  C18 1.088
60 H -1.477 -0.134 -5.423  C18 1.087
61 H -1.160 2.730 -4.197  C21 1.094
62 H -3.066 3.066 -1.854  C22 1.094
63 H -3.111 1.672 -2.903  C22 1.092
64 H -4.902 2.921 -3.530  C23 1.096
65 H -4.139 4.466 -3.430  C23 1.083
66 H -2.775 3.657 -5.560  C24 1.090
67 H -4.500 3.998 -5.726  C24 1.090
68 H -3.477 1.206 -5.115  C25 1.097
69 H -5.102 1.654 -5.643  C25 1.089
70 H -3.345 0.796 -7.298  N26 1.011
71 H -2.859 2.370 -7.328  N26 1.012
72 H 0.774 4.609 -4.523  C28 1.088
73 H 0.985 5.615 -3.045  C28 1.093
74 H 0.368 6.361 -4.480  C28 1.083
75 H -2.371 5.097 -1.167  C29 1.087
76 H -1.808 6.665 -1.739  C29 1.086
77 H -0.622 5.473 -1.100  C29 1.090
78 H -1.920 -0.710 0.304  N31 1.013
79 H -2.761 -0.189 -1.037  N31 1.015
80 H -0.327 1.579 1.001  O32 0.971
81 C -2.188 -5.243 5.171  C82 1.522, H86 1.089, H87 1.090, H88 1.091
82 C -2.342 -6.534 4.380  C81 1.522, C83 1.533, H89 1.092, H90 1.092
83 C -1.047 -7.350 4.292  C82 1.533, C84 1.472, H91 1.090, H92 1.091
84 C 0.020 -6.590 3.622  C83 1.472, N85 1.141
85 N 0.832 -6.002 3.078  C84 1.141
86 H -1.474 -4.569 4.703  C81 1.089
87 H -3.141 -4.717 5.229  C81 1.090
88 H -1.851 -5.442 6.190  C81 1.091
89 H -2.690 -6.295 3.373  C82 1.092
90 H -3.111 -7.152 4.847  C82 1.092
91 H -1.223 -8.265 3.726  C83 1.090
92 H -0.699 -7.631 5.288  C83 1.091
93 C -1.792 2.091 3.852  C94 1.524, H98 1.091, H99 1.090, H100 1.093
94 C -1.780 3.615 3.824  C93 1.524, C95 1.532, H101 1.092, H102 1.092
95 C -1.046 4.230 5.021  C94 1.532, C96 1.469, H103 1.090, H104 1.091
96 C -1.693 3.842 6.282  C95 1.469, N97 1.140
97 N -2.203 3.542 7.256  C96 1.140
98 H -2.322 1.709 4.726  C93 1.091
99 H -2.297 1.702 2.968  C93 1.090
100 H -0.775 1.690 3.866  C93 1.093
101 H -2.808 3.980 3.798  C94 1.092
102 H -1.297 3.951 2.904  C94 1.092
103 H -1.051 5.318 4.949  C95 1.090
104 H -0.007 3.898 5.044  C95 1.091
105 C 3.898 -3.204 6.826  C106 1.525, H110 1.091, H111 1.090, H112 1.092
106 C 3.318 -4.587 6.550  C105 1.525, C107 1.533, H113 1.092, H114 1.092
107 C 2.196 -4.568 5.506  C106 1.533, C108 1.468, H115 1.085, H116 1.090
108 C 1.090 -3.724 5.973  C107 1.468, N109 1.141
109 N 0.238 -3.058 6.336  C108 1.141
110 H 3.145 -2.530 7.240  C105 1.091
111 H 4.710 -3.268 7.551  C105 1.090
112 H 4.294 -2.755 5.913  C105 1.092
113 H 2.942 -5.009 7.485  C106 1.092
114 H 4.115 -5.245 6.198  C106 1.092
115 H 1.828 -5.575 5.333  C107 1.085
116 H 2.560 -4.178 4.555  C107 1.090